110
Properties=species:S:1:pos:R:3 method="wB97M-V/def2-TZVPD" lumo_ev=2.024 multiplicity=1 total_charge=-1
C 2.61908 0.41269 -1.01962
P 2.98905 -1.32853 -1.53079
O 1.40640 -1.85902 -1.87407
B 3.21147 -2.14828 0.25318
O 4.34150 -1.32080 0.83482
C 1.80724 -1.95878 1.14798
C 1.06174 -3.26780 1.40771
C -0.33418 -3.16924 1.99246
F -0.58313 -4.21774 2.86235
F -0.55857 -2.03174 2.75194
C -1.47675 -3.23655 0.91665
F -1.06553 -2.69659 -0.26227
F -1.75482 -4.55798 0.66594
C -2.83151 -2.56518 1.27398
F -3.79108 -3.09984 0.46045
F -3.15995 -2.86518 2.56378
C -2.92641 -1.01226 1.07492
F -3.88765 -0.54096 1.90925
F -1.78129 -0.37690 1.35045
F -3.28160 -0.72456 -0.18392
B 3.73336 -3.78450 0.10174
N 5.03812 -4.16012 0.63002
O 2.97592 -4.83592 -0.44824
H 3.50372 1.02654 -1.21963
H 1.77839 0.79985 -1.60639
H 2.36580 0.48423 0.04396
H 1.34122 -1.91922 -2.83073
H 4.52097 -1.64126 1.72364
H 2.06264 -1.48587 2.10590
H 1.11942 -1.27083 0.63396
H 0.99471 -3.81821 0.46845
H 1.61719 -3.88297 2.12588
H 5.40603 -5.01625 0.22235
H 5.71790 -3.41676 0.51705
H 3.29498 -5.70499 -0.17836
C 5.67176 -2.14086 6.77624
C 5.69047 -3.59169 6.34774
O 4.44161 -4.24794 6.62500
C 3.47506 -3.99563 5.73502
O 3.58276 -3.30212 4.76013
O 2.37796 -4.65101 6.10968
C 1.26534 -4.45423 5.22128
H 5.39670 -2.05871 7.82878
H 6.66006 -1.70115 6.63881
H 4.95806 -1.57280 6.18193
H 6.42493 -4.16027 6.91598
H 5.91731 -3.68766 5.28667
H 1.55249 -4.67747 4.19973
H 0.91022 -3.42730 5.28171
H 0.48956 -5.13966 5.54767
C -0.04686 -5.19388 -2.73951
C -0.98819 -6.19219 -2.10619
O -1.81308 -6.85697 -3.09464
C -1.23838 -7.85007 -3.75088
O -0.13222 -8.29396 -3.57885
O -2.11298 -8.31421 -4.65647
C -1.61282 -9.38367 -5.45690
H -0.60754 -4.48125 -3.34656
H 0.49387 -4.64040 -1.97252
H 0.68406 -5.69407 -3.37418
H -1.69948 -5.69455 -1.45533
H -0.45264 -6.94429 -1.52786
H -1.22383 -10.18582 -4.83312
H -0.82425 -9.02907 -6.11946
H -2.45989 -9.73473 -6.03949
C -5.16949 0.66533 -2.37569
C -6.41863 1.51186 -2.48165
O -6.10508 2.90687 -2.67192
C -5.70373 3.25052 -3.89144
O -5.62772 2.53428 -4.85361
O -5.38682 4.54929 -3.86157
C -4.80803 5.04719 -5.07054
H -4.50323 1.05279 -1.60690
H -5.43543 -0.35922 -2.11739
H -4.63377 0.65348 -3.32371
H -6.99122 1.49716 -1.55657
H -7.06232 1.17551 -3.29416
H -5.44086 4.81744 -5.92474
H -3.81963 4.61607 -5.22250
H -4.72903 6.12212 -4.93599
C -4.02679 6.38304 -1.62096
C -4.27941 5.34122 -0.55529
O -3.07596 4.92607 0.10928
C -2.62632 5.74746 1.05725
O -3.13585 6.78754 1.39462
O -1.52283 5.21598 1.56756
C -0.86948 5.99810 2.57370
H -3.28728 6.02753 -2.34030
H -4.95989 6.57539 -2.14787
H -3.67020 7.31708 -1.18613
H -4.67470 4.43012 -0.99886
H -4.99069 5.70301 0.18696
H -1.57132 6.27793 3.35618
H -0.42697 6.89036 2.13318
H -0.08954 5.35681 2.97113
C 5.26816 7.27245 0.01618
C 4.48722 8.55011 -0.19743
O 3.41763 8.36910 -1.14185
C 2.32382 7.78760 -0.64801
O 2.15025 7.46574 0.49856
O 1.44712 7.63896 -1.63916
C 0.25320 6.94576 -1.25915
H 5.62988 6.88464 -0.93642
H 6.12595 7.46603 0.66072
H 4.64846 6.51155 0.48772
H 5.11025 9.32351 -0.64314
H 4.07734 8.92782 0.73860
H -0.18898 7.39662 -0.37291
H 0.46813 5.89589 -1.06697
H -0.43060 7.03502 -2.09800

=====

92
Properties=species:S:1:pos:R:3 method="wB97M-V/def2-TZVPD" lumo_ev=-2.422 multiplicity=1 total_charge=+1
C -3.17067 -1.57698 -3.25992
C -2.15427 -0.94819 -3.03267
N -0.92713 -0.17807 -2.84027
C -1.38710 1.23869 -2.82834
B -0.43513 2.02086 -3.89270
O -0.20003 1.26921 -5.11344
O 0.14292 3.29334 -3.85434
C -1.70513 1.85490 -1.41361
Cl -0.57589 3.20079 -0.85359
C -3.05249 2.73417 -1.59238
Br -4.72010 1.74060 -1.89903
C -2.97138 3.90486 -2.65228
C -3.74995 3.64291 -4.04573
N -1.89732 0.79706 -0.31924
N -2.23852 1.42667 0.86620
C -3.42076 1.36822 1.35201
C -3.78101 2.56854 2.35106
C -4.58024 0.32207 1.21527
C -0.75060 -0.23663 -0.21801
C 0.24673 0.01618 0.98062
C 0.76592 1.37913 1.50998
C 1.33173 1.14448 3.01849
C 0.19070 1.06726 4.11616
C 2.43664 0.00162 3.10474
C 3.76907 0.61459 2.42215
C 5.09687 -0.16157 2.79407
C 5.29245 -1.44798 2.18018
C 6.03758 -1.54481 0.80605
C 4.68927 -2.71117 2.93017
C -1.61227 -1.52543 0.30642
C -1.00038 -2.77121 1.00870
N -1.64931 -4.00411 0.40896
N 0.42431 -3.06694 1.04694
N -1.44629 -2.85609 2.45856
C -0.15501 -0.67694 -1.62562
N -0.38430 -2.13130 -1.98778
C 1.38248 -0.52478 -1.98381
I 2.40756 1.38738 -1.72071
C 2.43696 -1.56222 -1.38824
C 3.65093 -1.76968 -2.42840
H -4.02419 -2.26427 -3.48511
H -2.39184 1.22492 -3.38779
H -1.00107 1.47530 -5.64890
H 1.10646 3.15893 -4.00968
H -3.19407 3.27566 -0.59949
H -3.51980 4.80700 -2.21889
H -1.95410 4.28513 -2.93213
H -3.28757 4.38596 -4.77841
H -3.58883 2.61313 -4.46661
H -4.83102 3.94509 -3.95337
H -2.70384 0.24098 -0.67786
H -2.85969 2.85683 2.95247
H -4.52281 2.17636 3.12227
H -4.25484 3.43657 1.81247
H -4.59340 -0.37494 2.10087
H -5.60450 0.79511 1.07546
H -4.43488 -0.32779 0.28671
H -0.20320 -0.44371 1.92884
H 1.16415 -0.63416 0.79208
H 1.63832 1.88286 1.01598
H 0.00738 2.21153 1.67707
H 1.89257 2.11622 3.24122
H -0.67606 1.75037 3.88058
H -0.20069 0.00226 4.13156
H 0.54107 1.34708 5.16215
H 2.69135 -0.12312 4.20649
H 2.13649 -0.98592 2.64857
H 3.60166 0.64780 1.29248
H 3.93249 1.69785 2.73189
H 5.84794 0.32337 3.48658
H 5.75167 -2.49687 0.25832
H 5.81915 -0.63773 0.15771
H 7.15204 -1.55826 1.01664
H 3.87418 -3.12643 2.25493
H 5.54093 -3.43488 3.10497
H 4.25893 -2.34305 3.91216
H -2.29749 -1.09179 1.11772
H -2.37444 -1.85818 -0.47575
H -2.66243 -3.88334 0.35620
H -1.23281 -4.23323 -0.49704
H 0.94452 -2.53937 1.75303
H 0.64912 -4.06192 1.05616
H -2.42030 -3.18364 2.50282
H -0.81865 -3.52858 2.90456
H 0.12080 -2.31656 -2.87342
H 0.06038 -2.78243 -1.34506
H 1.44105 -0.66400 -3.11931
H 2.08245 -2.58355 -1.11857
H 2.91850 -1.06161 -0.48232
H 4.31157 -2.56843 -1.96853
H 4.24913 -0.83272 -2.59788
H 3.28075 -2.19866 -3.41561

=====

Number 1: E_HOMO -3.884 eV, gap between HOMO and LUMO 5.908 eV. Number 2: E_HOMO -8.201 eV, gap between HOMO and LUMO 5.778 eV.